Entry from the Open Molecules 2025 dataset: C14H21N5O3S in the gas phase at a distorted geometry (the ωB97M-V functional and the def2-TZVPD basis).

ORCA input file:
```
! RIJCOSX wB97M-V def2-TZVPD def2/J DEFGRID3
* xyz 0 1
O 0.535 -3.962 4.588
N -0.377 -3.885 3.768
N -0.563 -2.739 3.184
C -1.571 -2.635 2.164
C -0.921 -2.232 0.829
N -0.168 -1.005 0.991
C -0.749 0.214 0.732
C -0.707 1.269 1.665
C -1.330 2.467 1.383
N -2.001 2.703 0.266
C -1.995 1.745 -0.643
C -1.377 0.514 -0.491
S -1.212 -0.362 -2.065
O -2.288 0.079 -2.900
O -1.031 -1.774 -1.889
N 0.189 0.212 -2.718
C 0.210 1.492 -3.380
C 0.818 2.591 -2.506
C 2.198 2.153 -2.018
C 2.080 0.833 -1.258
C 1.444 -0.227 -2.160
C 0.843 -1.143 2.018
C 0.253 -1.556 3.374
H -2.064 -3.603 2.073
H -2.307 -1.876 2.458
H -1.685 -2.110 0.067
H -0.238 -3.021 0.501
H -0.210 1.149 2.613
H -1.312 3.278 2.099
H -2.506 1.954 -1.571
H -0.819 1.719 -3.657
H 0.802 1.386 -4.298
H 0.170 2.786 -1.650
H 0.895 3.510 -3.088
H 2.629 2.921 -1.372
H 2.862 2.020 -2.875
H 1.461 0.983 -0.372
H 3.063 0.488 -0.936
H 1.239 -1.150 -1.617
H 2.125 -0.454 -2.990
H 1.413 -0.218 2.113
H 1.529 -1.930 1.685
H -0.369 -0.762 3.797
H 1.043 -1.820 4.084
*
```

As for the lowest unoccupied orbital energy: 0.360 eV. The energy comes out at -1443.67813 a.u. The energy relative to the best compared isomer or geometry (same formula, charge and spin) is 505.3 kJ/mol. The value obtained for the largest force on an atom is 1.33 eV Å⁻¹. Its SMILES is O=NN1CCN(c2ccncc2S(=O)(=O)N2CCCCC2)CC1.

---

Entry from the Open Molecules 2025 dataset: C10H14N6S in the gas phase at a distorted geometry (the ωB97M-V functional and the def2-TZVPD basis).

ORCA input file:
```
! RIJCOSX wB97M-V def2-TZVPD def2/J DEFGRID3
* xyz 0 1
N 2.617 0.891 -1.766
C 1.346 0.588 -1.421
N 1.090 0.703 -0.188
C -0.163 0.402 0.170
N -0.657 0.653 1.421
C 0.316 0.907 2.478
C -0.449 1.345 3.824
C -1.489 2.496 3.509
C -2.615 2.000 2.566
C -2.160 0.799 1.657
N -1.062 -0.216 -0.526
C -0.773 -0.486 -1.731
N -1.495 -1.196 -2.659
C -0.819 -1.225 -3.876
S -1.050 -2.014 -5.253
N 0.323 -0.531 -3.680
C 0.393 -0.088 -2.324
H 2.738 1.345 -2.620
H 3.066 1.335 -0.955
H 0.960 1.790 2.234
H 1.086 0.089 2.594
H 0.345 1.644 4.475
H -1.015 0.413 4.132
H -2.001 3.020 4.358
H -0.851 3.419 3.140
H -3.517 1.811 3.092
H -2.853 2.848 1.880
H -2.799 0.868 0.762
H -2.386 -0.187 2.239
H -2.465 -1.520 -2.437
H 1.022 -0.505 -4.373
*
```

As for the lowest unoccupied orbital energy: 0.615 eV. The energy comes out at -1116.17566 a.u. The value obtained for the largest force on an atom is 5.16 eV Å⁻¹. Its SMILES is Nc1nc(N2CCCCC2)nc2[nH]c(=S)[nH]c12.

---

Entry from the Open Molecules 2025 dataset: a gas-phase ion, C9H15N2O (charge +1) at a distorted geometry (the ωB97M-V functional and the def2-TZVPD basis).

ORCA input file:
```
! RIJCOSX wB97M-V def2-TZVPD def2/J DEFGRID3
* xyz 1 1
C -1.051 0.489 0.627
C -0.865 -0.877 0.548
C 2.194 0.216 0.319
C -0.232 0.745 -0.562
C 0.189 -0.695 -0.560
C -1.867 1.344 1.456
C -1.448 -2.158 1.234
C -0.510 1.689 -1.610
C 0.055 -1.544 -1.851
N 1.615 1.382 0.140
N 3.474 -0.044 0.648
O 1.538 -0.851 -0.085
H -2.635 0.661 1.971
H -2.132 2.120 0.781
H -1.329 1.985 2.368
H -0.658 -2.378 1.988
H -1.544 -2.924 0.536
H -2.413 -1.952 1.718
H 0.300 2.251 -2.050
H -1.326 2.380 -1.357
H -0.902 1.233 -2.535
H 0.725 -1.082 -2.545
H -0.900 -1.273 -2.200
H 0.417 -2.566 -1.605
H 1.580 2.240 0.751
H 3.968 0.611 1.084
H 3.756 -1.001 0.790
*
```

As for the lowest unoccupied orbital energy: -3.558 eV. The energy comes out at -536.35529 a.u. The energy relative to the best compared isomer or geometry (same formula, charge and spin) is 288.7 kJ/mol. The value obtained for the largest force on an atom is 4.63 eV Å⁻¹.

---

Entry from the Open Molecules 2025 dataset: 4 unconnected molecules or ions with the total composition C51H43O13PS at a distorted geometry (the ωB97M-V functional and the def2-TZVPD basis).

ORCA input file:
```
! RIJCOSX wB97M-V def2-TZVPD def2/J DEFGRID3
* xyz 0 1
C -3.077 6.050 -2.982
C -4.703 5.832 -2.776
O -5.071 4.785 -1.824
P -5.505 3.280 -2.556
O -6.692 2.660 -1.658
C -4.096 1.938 -2.498
C -2.776 2.676 -3.141
C -1.524 1.679 -3.489
C -0.165 2.651 -3.506
C 1.170 2.100 -4.283
O 1.254 2.737 -5.633
S 0.285 4.172 -5.717
O -0.693 4.328 -6.907
O 0.997 5.512 -5.389
O -0.604 3.829 -4.299
O -6.134 3.363 -4.174
C -7.402 4.111 -4.249
C -8.732 3.146 -4.320
H -2.751 5.546 -4.012
H -2.940 7.221 -3.172
H -2.425 5.700 -2.076
H -5.190 5.761 -3.835
H -5.095 6.860 -2.311
H -3.890 1.751 -1.352
H -4.400 0.933 -3.016
H -3.168 3.277 -4.090
H -2.386 3.431 -2.301
H -1.721 1.242 -4.568
H -1.418 0.796 -2.728
H -0.057 2.912 -2.362
H 1.414 0.953 -4.199
H 2.035 2.689 -3.711
H -7.425 4.882 -3.345
H -7.364 4.712 -5.279
H -9.529 3.536 -3.523
H -8.438 2.027 -4.073
H -9.267 3.244 -5.370
O 3.686 0.084 -2.363
C 4.544 -0.789 -2.392
C 5.085 -1.263 -3.682
C 4.627 -0.695 -4.877
C 5.162 -1.110 -6.098
C 6.155 -2.089 -6.128
C 6.600 -2.669 -4.939
C 6.060 -2.260 -3.714
C 6.524 -2.892 -2.463
O 7.340 -3.806 -2.496
C 5.998 -2.405 -1.173
C 6.459 -2.973 0.022
C 5.992 -2.495 1.248
C 5.068 -1.452 1.284
C 4.596 -0.894 0.094
C 5.058 -1.375 -1.138
H 3.857 0.074 -4.861
H 4.809 -0.664 -7.025
H 6.581 -2.403 -7.078
H 7.371 -3.437 -4.972
H 7.184 -3.784 0.001
H 6.354 -2.935 2.174
H 4.711 -1.073 2.240
H 3.872 -0.082 0.131
O -6.447 6.002 1.835
C -6.307 5.183 2.735
C -5.372 4.051 2.579
C -4.625 3.926 1.400
C -3.710 2.882 1.260
C -3.537 1.963 2.295
C -4.292 2.075 3.463
C -5.216 3.118 3.603
C -6.024 3.218 4.835
O -5.926 2.367 5.711
C -6.944 4.360 5.000
C -7.689 4.485 6.180
C -8.536 5.579 6.359
C -8.642 6.550 5.364
C -7.912 6.420 4.180
C -7.065 5.320 3.995
H -4.751 4.643 0.591
H -3.128 2.789 0.346
H -2.814 1.156 2.191
H -4.155 1.350 4.264
H -7.607 3.734 6.964
H -9.110 5.677 7.278
H -9.295 7.408 5.507
H -8.003 7.181 3.407
O 5.462 -10.564 4.440
C 5.654 -9.358 4.352
C 6.799 -8.837 3.576
C 7.657 -9.730 2.922
C 8.716 -9.244 2.154
C 8.922 -7.870 2.037
C 8.078 -6.979 2.703
C 7.019 -7.463 3.479
C 6.143 -6.514 4.195
O 6.369 -5.310 4.154
C 4.988 -7.033 4.953
C 4.129 -6.139 5.606
C 3.015 -6.618 6.297
C 2.756 -7.987 6.339
C 3.618 -8.882 5.701
C 4.740 -8.404 5.011
H 7.499 -10.804 3.004
H 9.379 -9.939 1.643
H 9.740 -7.491 1.429
H 8.248 -5.907 2.612
H 4.323 -5.068 5.574
H 2.348 -5.921 6.800
H 1.882 -8.360 6.869
H 3.410 -9.950 5.741
*
```

As for the lowest unoccupied orbital energy: -1.347 eV. The energy comes out at -3686.75135 a.u. The value obtained for the largest force on an atom is 7.44 eV Å⁻¹. Its SMILES is CCOP(=O)(CCC[C@H]1COS(=O)(=O)O1)OCC.O=C1c2ccccc2C(=O)c2ccccc21.O=C1c2ccccc2C(=O)c2ccccc21.O=C1c2ccccc2C(=O)c2ccccc21.